No. 1
C9H8N2O in the gas phase in a non-equilibrium geometry, computed with ωB97M-V/def2-TZVPD.

```
20
Properties=species:S:1:pos:R:3:forces:R:3
C -2.41808 -1.78242 0.05637 -0.459 -1.840 -0.527
C -1.01551 -1.59733 0.05359 0.627 -1.491 -0.017
C -3.26732 -0.70516 0.02346 1.210 0.106 -0.138
C -0.58844 -0.25997 0.04564 -0.979 -1.519 0.328
C -1.62197 0.75593 0.05672 2.209 -0.203 0.450
C 3.09425 -0.30231 0.19623 1.543 0.238 1.101
C 4.39410 -0.50757 -0.02698 -3.210 0.838 3.310
C 0.44968 1.85357 -0.08803 0.134 -0.970 1.148
C 0.66757 0.34282 0.05196 0.838 0.261 0.182
N -2.90546 0.57645 -0.00299 1.100 1.009 0.290
N -0.99778 2.01369 0.20384 -0.750 -1.366 -1.095
O 1.84131 -0.39242 0.15241 -2.556 0.415 -0.938
H -2.95137 -2.78971 -0.05359 1.291 1.388 0.442
H -0.26703 -2.51019 0.05252 -1.663 2.120 -0.016
H -4.28831 -0.75398 0.00211 -2.526 -1.044 -0.092
H 4.72034 -0.55856 -0.98324 1.612 -0.388 -2.776
H 4.99765 -0.48480 0.89515 0.200 -0.025 -0.910
H 0.92398 2.38171 0.71610 0.906 0.506 0.062
H 0.85435 2.09034 -1.05567 -0.265 0.972 -0.646
H -1.62196 2.62992 -0.29558 0.737 0.992 -0.157
```
Positions in Å, forces in eV/Å.

## Properties
Gap between HOMO and LUMO (spin up / spin down) (eV): 6.58 / 7.30
Multiplicity: 1

---

No. 2
A molecular structure, C9H8N2O2 in a non-equilibrium geometry, computed with ωB97M-V/def2-TZVPD.

```
21
Properties=species:S:1:pos:R:3:forces:R:3
C 3.53741 -1.06242 -0.04250 -3.198 -0.270 2.862
C 1.53378 0.35647 0.02575 -2.414 0.904 -0.849
C -0.54505 -0.42987 -0.13462 -7.449 0.563 2.925
C -1.47450 -1.58709 0.37012 1.681 3.824 -4.505
C -2.81296 -1.30510 0.04051 -0.949 -3.566 3.132
C -3.30831 -0.01142 0.02802 -0.029 4.951 -2.149
C -2.39253 1.12235 -0.23981 -3.067 -1.162 1.015
C -1.06029 0.96341 -0.26456 1.548 -1.131 -0.081
C -0.16796 2.15751 -0.09660 0.371 3.955 3.718
H 3.66574 -0.98726 1.34011 0.443 -1.740 -4.537
H 4.45577 -1.20692 -0.73783 -1.657 0.702 1.621
H 2.46290 -1.86444 -0.41795 3.832 2.391 1.416
H 3.24506 1.26317 -0.52457 -0.923 -3.441 2.141
H -1.00554 -2.59249 0.38869 -0.546 0.849 0.188
H -3.44386 -2.30732 0.22200 0.602 2.732 -0.675
H -4.33962 0.51170 -0.00914 1.190 -2.382 0.158
H -2.72333 2.17698 -0.32922 -0.360 -0.939 0.231
N 2.86743 0.32259 0.03131 1.711 1.855 -3.358
N 0.68176 -0.65959 -0.08778 8.626 0.485 0.537
O -0.29288 3.42369 0.29813 -0.502 -6.850 -3.134
O 1.11700 1.71607 0.13994 1.090 -1.730 -0.654
```
Positions in Å, forces in eV/Å.

## Properties
Gap between HOMO and LUMO (eV): 7.92
Multiplicity: 1

---

No. 3
C9H8N4O3S2 in the gas phase in a non-equilibrium geometry, computed with ωB97M-V/def2-TZVPD.

```
26
Properties=species:S:1:pos:R:3:forces:R:3
O 2.48083 -0.59288 1.69142 -1.372 1.400 -1.292
O 2.92613 1.55584 0.44111 -3.155 -3.093 0.291
S -3.66278 -3.28572 -4.42246 -0.456 -0.314 -0.343
C -2.42413 -2.52090 -3.91768 3.900 2.561 2.187
N -1.40274 -1.90080 -3.55770 -1.870 -1.063 -0.328
N -2.18547 -1.63536 -0.79239 -3.188 -1.914 1.700
N -1.01611 -0.85477 0.90192 -1.773 -0.626 4.913
O -2.20780 -1.50135 0.65583 3.114 1.648 -4.337
C 0.62492 -0.77726 -2.77281 -0.996 0.348 -0.271
C 1.35986 -0.04118 -1.73705 -2.120 -1.281 2.229
C -0.63176 -1.27618 -2.53360 0.603 -0.850 -2.615
C 0.85523 -0.09975 -0.40848 4.100 1.642 -1.942
C -1.04878 -1.24164 -1.21443 -2.417 -0.793 0.476
C -0.33182 -0.75903 -0.14390 0.827 0.586 -0.742
N 0.84839 1.42362 2.00040 0.862 -0.108 -3.656
C 0.75705 0.95247 3.30776 1.013 -1.588 2.216
C -0.28057 2.28229 1.59043 0.474 1.246 0.486
S 1.92252 0.52837 0.92614 1.879 3.242 1.652
H 0.86352 -0.93517 -3.81992 0.936 0.576 0.201
H 2.26309 0.51994 -1.88731 0.278 -0.046 -0.316
H 1.79356 0.70253 3.71278 -1.535 0.163 -0.382
H 0.07801 0.08994 3.35655 0.262 -0.168 0.343
H 0.31911 1.71648 3.94305 0.176 0.269 0.061
H -1.09678 2.09427 2.26329 -0.474 -0.553 0.361
H -0.73631 2.18442 0.60322 0.746 -0.236 -0.211
H -0.06717 3.37182 1.81381 0.187 -1.047 -0.683
```
Positions in Å, forces in eV/Å.

## Properties
Gap between HOMO and LUMO (eV): 7.20
Multiplicity: 1

---

No. 4
2 unconnected molecules or ions with the total composition C9H8N5O in a non-equilibrium geometry, computed with ωB97M-V/def2-TZVPD.

```
23
Properties=species:S:1:pos:R:3:forces:R:3
C -1.61786 2.80137 2.29209 1.630 -2.477 -3.686
C -2.21149 1.68384 1.60340 3.721 -1.532 0.749
C -0.27461 3.14552 2.02230 -1.280 -1.871 -0.861
C -1.38863 0.68203 0.99376 -1.688 1.444 -1.126
C 0.40590 2.36649 1.13480 -1.423 -0.224 0.297
C -0.08918 1.13871 0.58996 0.922 -0.870 1.124
C 0.07378 -1.70391 -0.75856 -0.389 1.235 0.682
C 0.97317 0.35857 0.04462 -1.923 0.025 0.770
C 1.57094 -2.26917 -2.72343 -2.072 -4.448 -1.702
N -0.97874 -2.19267 -0.09829 2.286 3.665 0.547
N -1.15324 -3.26895 -0.73360 -3.596 -4.621 0.034
N -0.36792 -3.51057 -1.67411 1.270 -1.470 -2.264
N 1.97834 -0.23972 -0.07083 0.554 1.337 0.015
N 0.48873 -2.48779 -1.72985 0.518 1.043 -0.198
O 2.95963 -0.82506 -0.33998 0.471 -0.442 0.091
H -2.22555 3.40464 2.81848 -1.905 1.966 2.081
H -3.16165 1.37352 1.87173 -1.940 -0.216 0.269
H 0.18879 3.97611 2.42672 0.705 1.557 0.864
H -1.81306 -0.30607 0.65609 0.654 1.138 0.517
H 1.35870 2.60110 0.83995 2.245 0.866 -0.514
H 1.95725 -3.33215 -3.09560 0.008 2.430 1.656
H 1.19664 -1.91967 -3.66280 -1.110 0.336 -0.473
H 2.13007 -1.47617 -2.40685 2.342 1.129 1.129
```
Positions in Å, forces in eV/Å.

## Properties
Gap between HOMO and LUMO (spin up / spin down) (eV): 8.19 / 4.74
Charge: +1
Multiplicity: 3
<S²>: 2.07

---

No. 5
A gas-phase ion, C9H8NOS (charge +1) in a non-equilibrium geometry, computed with ωB97M-V/def2-TZVPD.

```
20
Properties=species:S:1:pos:R:3:forces:R:3
C -2.75684 -0.27504 0.09862 -0.439 1.141 0.110
C -2.55175 0.33391 1.31428 -0.096 -0.779 0.838
C -1.83683 -0.41869 -0.85481 2.373 -2.329 -3.148
C -1.25023 0.71080 1.65135 -1.380 -0.022 -1.449
C -0.49468 -0.15278 -0.55292 -0.267 1.005 -0.539
C -0.29057 0.53870 0.64569 -0.861 -0.184 0.702
C 0.73520 -0.34194 -1.38998 0.727 -0.331 -0.593
C 1.86630 0.58766 -0.63535 0.510 -3.804 -1.961
C 3.01606 -0.42245 -0.20521 -3.369 3.423 2.840
N 3.05006 -0.57091 1.05649 0.618 -1.635 -0.058
O 1.94150 0.04310 1.76388 2.445 -1.438 0.916
S 1.27938 1.19742 0.96213 -1.017 0.735 -2.437
H -3.68147 -0.50965 -0.29658 -2.347 -0.485 0.269
H -3.47399 0.34281 1.90070 0.825 0.573 0.574
H -2.17452 -0.92693 -1.84842 1.002 1.100 1.824
H -1.00579 1.19389 2.56117 0.111 0.419 0.770
H 1.05040 -1.42042 -1.46626 -0.109 0.739 1.156
H 0.65541 -0.26358 -2.52336 -0.190 1.268 1.417
H 2.24381 1.27271 -1.34670 0.289 1.241 -0.262
H 3.67854 -0.91862 -0.83472 1.174 -0.636 -0.971
```
Positions in Å, forces in eV/Å.

## Properties
Gap between HOMO and LUMO (eV): 9.30
Charge: +1
Multiplicity: 1

---

No. 6
C9H8O2 in the gas phase in a non-equilibrium geometry, computed with ωB97M-V/def2-TZVPD.

```
19
Properties=species:S:1:pos:R:3:forces:R:3
O 4.79695 -0.21281 -0.56011 -0.179 -0.443 0.164
C 3.90395 -0.02701 0.24582 1.040 -2.030 -6.092
C 2.54614 -0.35526 0.04646 -5.542 -1.898 0.634
C 1.52042 0.58254 0.07428 4.822 -1.109 -0.733
C 0.10165 0.35198 -0.00871 3.055 -5.700 0.675
C -0.70280 1.32743 -0.09353 -4.677 8.925 -0.084
C -2.10908 1.22325 -0.07919 -3.961 -1.051 -0.259
C -2.66059 -0.07386 -0.04673 -0.205 -0.703 -0.407
O -4.05060 -0.27305 -0.17520 0.545 -0.951 0.058
C -1.78883 -1.21002 0.01949 -0.546 2.973 -0.278
C -0.47374 -0.96217 0.05101 4.913 -2.704 -0.182
H 4.10536 0.45214 1.04846 1.607 3.473 6.073
H 2.26236 -1.48898 0.12231 0.763 2.128 -0.437
H 2.02748 1.58748 -0.01460 -1.609 -0.513 0.343
H -0.33282 2.44829 -0.10859 -0.434 -2.423 -0.067
H -3.03791 1.98699 -0.15402 3.082 -1.068 0.145
H -4.36199 -1.23887 -0.26183 1.389 2.176 0.314
H -2.14234 -2.15750 -0.14561 -0.939 -2.248 0.062
H 0.39639 -1.96055 0.04031 -3.126 3.165 0.070
```
Positions in Å, forces in eV/Å.

## Properties
Gap between HOMO and LUMO (eV): 8.62
Multiplicity: 1
Structure (SMILES): O=C/C=C/c1ccc(O)cc1

---

These records have energy values of -14484.3845; -16531.7110; -43229.9965; -18942.9584; -23824.5561; -13553.6186 eV, in the order they appear.